Here is CH3IO3S in the gas phase from the OMol25 dataset. Energies are from ωB97M-V/def2-TZVPD.

```
9
CH3IO3S (ωB97M-V/def2-TZVPD)
C 1.32516 -0.23828 0.01633
O -0.68261 0.88953 -1.40368
O -0.53282 1.45574 0.90352
O -1.43023 -1.10977 0.41588
S -0.35635 0.43847 -0.07120
I -3.17720 -0.56550 -0.07724
H 1.52214 -0.90366 -0.85825
H 1.91738 0.67098 -0.00365
H 1.41451 -0.63753 1.07828
```

The HOMO-LUMO gap comes out at 8.71 eV. The value obtained for the HOMO energy is -0.34358 Ha. The value obtained for the energy above the lowest of the compared OMol25 structures with the same formula, charge and spin is 33.1 kcal/mol.



Here is a 2-piece molecular cluster, CH3N2O2 overall from the OMol25 dataset. Energies are from ωB97M-V/def2-TZVPD.

```
8
CH3N2O2 (ωB97M-V/def2-TZVPD)
C 1.97359 -0.62643 -1.77173
N -0.32985 0.31981 0.13304
N -0.00409 -1.13826 0.25069
O 2.38435 -1.59720 -2.33194
O 1.95304 0.56228 -1.54950
H 0.65480 0.84322 0.27644
H -0.61332 0.41098 -0.85531
H -0.58587 -1.52464 -0.42492
```

The HOMO-LUMO gap (spin up / spin down) comes out at 4.98 / 5.63 eV. The value obtained for the HOMO energy (spin up / spin down) is -0.03350 / -0.06339 Ha. The value obtained for the energy above the lowest of the compared OMol25 structures with the same formula, charge and spin is 59.9 kcal/mol. The total charge is -1.



Here is a 2-piece molecular cluster, CH3N2O2 overall from the OMol25 dataset. Energies are from ωB97M-V/def2-TZVPD.

```
8
CH3N2O2 (ωB97M-V/def2-TZVPD)
C 0.14155 0.09476 0.83223
N 0.79210 -2.30292 -2.38179
N -0.56345 1.17903 0.62329
O 0.42654 -1.32833 -2.05735
O 0.52052 -0.75055 0.01436
H 0.39940 -0.09605 1.89049
H -0.85245 1.77044 1.38818
H -0.86420 1.43361 -0.30942
```

The HOMO-LUMO gap (spin up / spin down) comes out at 6.91 / 6.91 eV. The value obtained for the HOMO energy (spin up / spin down) is -0.55191 / -0.55207 Ha. The value obtained for the energy above the lowest of the compared OMol25 structures with the same formula, charge and spin is 17.1 kcal/mol. The total charge is +1.



Here is an isolated ion of composition CH3N2O2 and charge +1 from the OMol25 dataset. Energies are from ωB97M-V/def2-TZVPD.

```
8
CH3N2O2 (ωB97M-V/def2-TZVPD)
C -0.07114 1.67491 -0.79996
N 0.60737 -0.53630 -0.51095
N 1.13832 0.44270 -1.40875
O -0.94017 1.89324 -1.45797
O 1.62595 -0.04851 -2.51560
H 0.54974 2.28813 -0.26998
H 0.32571 -1.05172 0.30396
H 0.94015 -1.44335 -1.04865
```

The HOMO-LUMO gap (spin up / spin down) comes out at 8.26 / 7.53 eV. The value obtained for the HOMO energy (spin up / spin down) is -0.54253 / -0.61190 Ha. The value obtained for the energy above the lowest of the compared OMol25 structures with the same formula, charge and spin is 95.6 kcal/mol. As for the multiplicity: 3. The total charge is +1.



Here is an isolated ion of composition CH3N2O3S and charge -1 from the OMol25 dataset. Energies are from ωB97M-V/def2-TZVPD.

```
10
CH3N2O3S (ωB97M-V/def2-TZVPD)
H 1.35609 1.65074 -1.13817
N 1.19820 0.85367 -0.42474
N -0.03794 0.60118 -0.44477
C -0.41565 -0.44952 0.25306
S 0.06003 -2.02524 -1.00902
O -0.59834 -3.12278 -0.29627
O -0.45321 -1.62120 -2.31411
O 1.47389 -2.16533 -0.94692
H 0.16828 -0.91268 1.10904
H -1.50348 -0.56524 0.42442
```

The HOMO-LUMO gap comes out at 9.22 eV. The value obtained for the HOMO energy is -0.18692 Ha. The value obtained for the energy above the lowest of the compared OMol25 structures with the same formula, charge and spin is 43.9 kcal/mol. As for the SMILES: [H]/N=N/CS(=O)(=O)[O-]. The total charge is -1.



Here is a 2-piece molecular cluster, CH3N2O4 overall from the OMol25 dataset. Energies are from ωB97M-V/def2-TZVPD.

```
10
CH3N2O4 (ωB97M-V/def2-TZVPD)
C 0.88476 -0.04644 -0.17968
N -1.83653 0.23811 -0.16981
N -3.13743 0.07373 -0.03513
O -3.70532 -0.99100 0.21811
O -3.70818 1.12574 -0.22466
O 0.72767 1.09525 0.20707
O -0.96182 -0.79222 -0.24171
H 1.20166 -0.77835 0.63888
H 1.12094 -0.26623 -1.26227
H -1.40045 1.15469 -0.55140
```

The HOMO-LUMO gap comes out at 7.82 eV. The value obtained for the HOMO energy is -0.13090 Ha. The value obtained for the energy above the lowest of the compared OMol25 structures with the same formula, charge and spin is 88.0 kcal/mol. The total charge is -1.



Here is a 2-piece molecular cluster, CH3N2O5S overall from the OMol25 dataset. Energies are from ωB97M-V/def2-TZVPD.

```
12
CH3N2O5S (ωB97M-V/def2-TZVPD)
C 1.09575 -2.43800 0.14551
N -1.83873 2.40773 -0.32676
N -1.13782 1.42805 -0.18931
O 0.10034 -3.02119 -0.16060
O 2.17542 -2.59790 0.62247
O 0.86523 -0.86195 -0.28981
O 0.89438 0.78414 1.70780
O -1.14930 0.48435 -1.16839
S 1.73453 0.31261 0.34342
H -2.39174 2.44460 -1.20191
H 0.08651 1.23906 1.41334
H -0.43457 -0.18150 -0.89575
```

The HOMO-LUMO gap comes out at 7.86 eV. The value obtained for the HOMO energy is -0.15439 Ha. The value obtained for the energy above the lowest of the compared OMol25 structures with the same formula, charge and spin is 0.0 kcal/mol. The total charge is -1.



Here is a 2-piece molecular cluster, CH3N2OS overall from the OMol25 dataset. Energies are from ωB97M-V/def2-TZVPD.

```
8
CH3N2OS (ωB97M-V/def2-TZVPD)
C 0.39206 2.35040 1.06252
N -0.03140 1.27634 0.67746
N -0.18007 0.10077 0.37360
O 0.07981 -2.18214 -1.56811
S -1.15392 -1.00923 1.11388
H -0.26410 -2.02443 -0.70320
H 0.96418 -1.86173 -1.61227
H 0.19343 3.35003 0.65612
```

The HOMO-LUMO gap comes out at 6.76 eV. The value obtained for the HOMO energy is -0.09503 Ha. The value obtained for the energy above the lowest of the compared OMol25 structures with the same formula, charge and spin is 12.7 kcal/mol. The total charge is -1.



Here is an isolated ion of composition CH3N2S and charge +1 from the OMol25 dataset. Energies are from ωB97M-V/def2-TZVPD.

```
7
CH3N2S (ωB97M-V/def2-TZVPD)
H 1.61748 0.45050 1.95416
N 1.12735 -0.03474 1.17921
C 0.52320 0.38428 0.26352
N -0.80084 -0.37451 -0.65488
S -0.32312 1.34194 -0.92412
H -0.58078 -0.93404 -1.54711
H -1.56327 -0.83344 -0.27079
```

The HOMO-LUMO gap comes out at 10.10 eV. The value obtained for the HOMO energy is -0.58666 Ha. The value obtained for the energy above the lowest of the compared OMol25 structures with the same formula, charge and spin is 24.8 kcal/mol. As for the SMILES: [H]/N=C1/[NH2+]S1. The total charge is +1.



Here is a 2-piece molecular cluster, CH3N3 overall from the OMol25 dataset. Energies are from ωB97M-V/def2-TZVPD.

```
7
CH3N3 (ωB97M-V/def2-TZVPD)
C 1.84947 -0.22948 0.04080
N 2.63520 -0.35581 -0.76892
N -1.11309 -0.00739 -0.18105
N -0.46563 -0.23498 0.89058
H -1.48535 -0.65809 -0.78778
H -1.31373 0.85648 -0.51162
H -0.10685 0.62927 1.31800
```

The HOMO-LUMO gap (spin up / spin down) comes out at 7.71 / 7.69 eV. The value obtained for the HOMO energy (spin up / spin down) is -0.35058 / -0.35028 Ha. The value obtained for the energy above the lowest of the compared OMol25 structures with the same formula, charge and spin is 113.5 kcal/mol.



Here is a 2-piece molecular cluster, CH3N3O overall from the OMol25 dataset. Energies are from ωB97M-V/def2-TZVPD.

```
8
CH3N3O (ωB97M-V/def2-TZVPD)
C -1.00163 -1.09527 2.82689
N 0.72821 0.54156 -0.59078
N -0.09218 0.92998 0.08332
N -1.29680 -0.75380 1.73625
O -0.98128 -1.74312 3.82634
H 1.33008 1.05028 -1.27871
H 1.01002 -0.57803 -0.60654
H -1.01862 0.00310 1.11059
```

The HOMO-LUMO gap comes out at 9.58 eV. The value obtained for the HOMO energy is -0.33817 Ha. The value obtained for the energy above the lowest of the compared OMol25 structures with the same formula, charge and spin is 74.9 kcal/mol.



Here is CH3N3O2 in the gas phase from the OMol25 dataset. Energies are from ωB97M-V/def2-TZVPD.

```
9
CH3N3O2 (ωB97M-V/def2-TZVPD)
C -0.52243 1.34939 0.20104
N -1.49052 0.62035 0.15608
N 1.31579 0.40038 0.38388
N -0.16211 -1.26715 -0.47055
O -1.31445 -0.76657 -0.01258
O 0.93877 -0.88820 0.50721
H -0.17634 2.29792 0.17177
H 1.51480 0.46363 -0.66651
H -0.10350 -2.20977 -0.27034
```

The HOMO-LUMO gap (spin up / spin down) comes out at 9.23 / 9.23 eV. The value obtained for the HOMO energy (spin up / spin down) is -0.33535 / -0.33537 Ha. The value obtained for the energy above the lowest of the compared OMol25 structures with the same formula, charge and spin is 232.2 kcal/mol.